Entry 1:
C4H10N2O | ωB97M-V with the def2-TZVPD basis set

Summary:
Net charge: 0
SMILES: CCNC(=O)CN
Gap between HOMO and LUMO: 9.394 eV
LUMO energy: 0.786 eV

Last column: Mulliken charge in e.
Cartesian coordinates (Å):
H1 1.51 -1.93 -1.21  0.33
H2 0.35 1.67 0.49  0.29
C1 -0.45 -0.37 1.00  0.55
H3 1.85 -1.06 -2.60  0.39
C2 0.13 -0.32 -1.44  -0.48
H4 -0.89 -1.82 -0.25  0.23
N1 -0.81 1.56 2.20  -0.68
C3 1.46 -0.98 -1.62  -1.10
H5 -1.51 1.43 0.03  0.26
H6 -0.60 -0.45 -2.19  0.44
O1 -0.44 -0.99 2.06  -0.64
N2 -0.45 -0.90 -0.19  -0.12
H7 -0.10 1.28 2.87  0.29
H8 0.16 0.78 -1.36  0.26
C4 -0.59 1.20 0.80  -0.55
H9 2.09 -0.25 -0.99  0.25
H10 -1.71 1.13 2.42  0.28


Entry 2:
C4H10N2O | ωB97M-V with the def2-TZVPD basis set

Summary:
Net charge: 0
SMILES: NC[C@@H](N)CC=O
Gap between HOMO and LUMO: 9.937 eV
LUMO energy: 0.892 eV

Last column: Mulliken charge in e.
Cartesian coordinates (Å):
N1 -1.36 1.88 0.74  -0.48
C1 -0.15 -0.10 -0.09  -0.02
H1 -0.68 -0.81 0.56  0.32
H2 1.95 -0.12 -0.83  0.41
H3 -0.81 0.82 -1.78  0.22
H4 0.70 1.82 0.35  0.25
C2 1.30 -0.66 -0.14  -0.57
H5 1.71 -0.57 0.87  0.27
H6 1.02 -2.77 0.47  0.36
O1 1.22 -2.65 -1.51  -0.45
H7 0.20 0.86 1.76  0.35
H8 -1.50 2.57 1.46  0.19
N2 -0.81 -0.10 -1.37  -0.48
C3 -0.11 1.21 0.76  -0.65
H9 -1.65 -0.64 -1.46  0.21
C4 1.19 -2.14 -0.43  -0.14
H10 -2.23 1.38 0.64  0.19


Entry 3:
C4H10N2O | ωB97M-V with the def2-TZVPD basis set

Summary:
Net charge: 0
Gap between HOMO and LUMO: 9.147 eV
LUMO energy: 0.876 eV

Last column: Mulliken charge in e.
Cartesian coordinates (Å):
H1 1.05 1.99 -0.30  0.34
H2 1.42 1.47 1.16  0.37
C1 -0.78 -0.71 -0.25  0.31
N1 -0.03 0.29 -0.96  -0.52
H3 -0.27 -1.75 0.49  0.15
H4 -3.91 0.08 -0.07  0.26
H5 -2.79 0.96 0.98  0.27
H6 2.72 -1.43 0.06  0.29
H7 2.86 1.76 0.12  0.23
H8 1.45 -2.32 -0.54  0.20
C2 -2.94 0.50 -0.07  -0.59
C3 1.74 -1.29 -0.04  -1.04
H9 1.27 -1.16 0.94  0.52
C4 1.72 1.17 0.16  -0.81
N2 1.44 0.02 -0.61  0.06
H10 -2.83 1.18 -1.00  0.27
O1 -2.12 -0.76 -0.07  -0.31


Sequential relative energy (zero: lowest compared OMol25 entry of this formula, charge and spin) output: 59.2 45.8 176.0 kcal per mole
Sequential strongest force on any atom output: 3.792 1.471 8.010 eV/A